1.
ORCA calculation (ωB97M-V with the def2-TZVPD basis set) on C31H39InN3O2PS2 as an isolated structure.

Results
Largest force on an atom (eV/Å): 0.63
Net charge: +2
Kohn-Sham gap (eV): 6.9019
E_HOMO (eV): -13.4

Last column: Mulliken charge in e.
Element x y z (Å)
In  0.10  1.05  1.20  0.576
C  -1.44  3.64  -2.18  -0.907
C  -0.39  4.51  -2.42  -0.714
C  0.75  4.44  -1.63  -0.618
C  0.81  3.50  -0.61  0.630
N  -0.21  2.67  -0.39  0.062
C  -1.30  2.72  -1.15  0.094
C  1.97  3.38  0.31  0.573
C  3.07  4.22  0.28  -0.747
C  4.09  4.02  1.20  -1.105
C  4.00  3.00  2.12  -0.609
C  2.88  2.17  2.09  0.431
N  1.90  2.39  1.20  0.281
C  2.66  1.06  3.04  0.769
C  3.62  0.63  3.94  -0.747
C  3.30  -0.37  4.84  -0.633
C  2.03  -0.92  4.83  -0.929
C  1.13  -0.46  3.88  0.147
N  1.45  0.49  3.00  -0.011
H  -2.34  3.66  -2.77  0.506
H  -0.46  5.24  -3.21  0.471
H  1.58  5.10  -1.83  0.450
H  -2.09  2.01  -0.91  0.342
H  3.13  5.03  -0.43  0.455
H  4.96  4.67  1.19  0.473
H  4.79  2.83  2.84  0.420
H  4.62  1.06  3.95  0.405
H  4.04  -0.71  5.56  0.477
H  1.74  -1.69  5.53  0.472
H  0.12  -0.83  3.83  0.245
C  -1.25  -0.71  -3.99  -1.680
C  -0.35  -1.70  -3.26  1.056
C  0.19  -2.75  -4.24  -1.551
C  0.81  -1.04  -2.54  0.077
C  1.51  -1.76  -1.56  -0.352
C  2.63  -1.25  -0.95  -0.801
C  3.13  0.01  -1.31  0.650
C  4.46  0.48  -0.79  -1.501
C  2.41  0.75  -2.24  -0.535
C  1.26  0.24  -2.84  -0.171
H  -2.17  -1.21  -4.31  0.418
H  -0.76  -0.31  -4.88  0.461
H  -1.53  0.12  -3.33  0.171
H  -0.95  -2.23  -2.51  -0.076
H  0.81  -2.28  -5.01  0.374
H  -0.64  -3.26  -4.74  0.444
H  0.80  -3.50  -3.73  0.380
H  1.18  -2.77  -1.32  0.407
H  3.19  -1.86  -0.24  0.497
H  4.45  0.63  0.29  0.177
H  4.77  1.41  -1.27  0.347
H  5.23  -0.27  -1.00  0.472
H  2.79  1.71  -2.56  0.425
H  0.76  0.83  -3.59  0.489
C  -4.19  -1.25  -1.46  -0.829
C  -4.77  -0.44  -0.31  0.540
C  -5.73  -1.24  0.55  -1.403
O  -3.67  0.17  0.47  -0.204
P  -2.51  -0.47  1.29  0.389
S  -1.97  1.00  2.61  -0.432
S  -0.87  -0.93  0.11  0.156
O  -3.16  -1.71  1.99  -0.158
C  -2.70  -3.05  2.39  0.537
C  -2.45  -3.93  1.17  -1.159
C  -1.50  -2.96  3.31  -1.320
H  -5.01  -1.64  -2.06  0.512
H  -3.61  -2.10  -1.09  0.042
H  -3.56  -0.63  -2.10  0.082
H  -5.27  0.44  -0.69  0.321
H  -5.33  -2.21  0.82  0.206
H  -6.65  -1.39  -0.01  0.497
H  -5.97  -0.69  1.46  0.355
H  -3.56  -3.43  2.94  0.377
H  -1.56  -3.60  0.63  0.211
H  -3.31  -3.91  0.51  0.285
H  -2.29  -4.96  1.50  0.483
H  -0.61  -2.72  2.73  0.198
H  -1.34  -3.91  3.80  0.536
H  -1.68  -2.21  4.08  0.339

***

2.
ORCA calculation (ωB97M-V with the def2-TZVPD basis set) on a single C8H17BN2 molecule.

Results
Largest force on an atom (eV/Å): 5.13
Kohn-Sham gap (eV): 7.4161
E_HOMO (eV): -6.7

Last column: natural (NBO) charge in e.
Element x y z (Å)
B  -0.27  -0.40  0.04  1.139
C  -2.98  -0.24  0.20  0.002
C  -2.48  -1.49  0.14  -0.231
C  1.13  1.77  -0.27  -0.612
C  2.00  -0.03  1.27  -0.591
C  1.97  -0.41  -1.37  -0.590
C  -2.52  2.19  0.50  -0.413
C  -0.35  -2.81  -0.13  -0.392
C  1.22  0.19  -0.11  -0.453
N  -2.15  0.85  0.20  -0.599
N  -1.03  -1.50  -0.08  -0.762
H  -3.99  0.08  0.50  0.192
H  -3.03  -2.42  0.07  0.210
H  0.15  2.18  -0.65  0.234
H  1.79  2.29  -0.99  0.210
H  1.56  2.13  0.69  0.213
H  2.88  0.61  1.41  0.210
H  2.36  -1.01  1.25  0.200
H  1.25  0.20  2.04  0.219
H  2.66  0.32  -1.67  0.213
H  2.46  -1.37  -1.06  0.199
H  1.36  -0.67  -2.23  0.215
H  -2.65  2.23  1.60  0.180
H  -1.87  3.02  0.14  0.200
H  -3.45  2.50  -0.02  0.181
H  0.15  -2.71  -1.18  0.203
H  0.47  -2.73  0.63  0.203
H  -1.00  -3.64  -0.04  0.219